(1)
Here is one molecule with the formula C10H18N2O3 from OMol25. Energies are from ωB97M-V/def2-TZVPD.

Each line ends with the Mulliken charge.
Geometry (Å):
C1 -4.79 -1.76 0.25  -0.634
H1 -5.39 -1.84 -0.65  0.282
H2 -5.42 -1.40 1.07  0.286
H3 -4.36 -2.73 0.51  0.228
O1 -3.69 -0.89 0.05  -0.350
C2 -4.03 0.40 -0.21  0.547
O2 -5.16 0.82 -0.26  -0.603
N1 -2.93 1.15 -0.51  -0.516
H4 -3.00 2.16 -0.46  0.298
N2 -1.63 0.71 -0.24  0.110
C3 -0.74 1.57 0.31  -0.038
O3 -1.03 2.73 0.49  -0.718
C4 0.64 1.01 0.59  0.994
C5 0.74 -0.51 0.75  -0.987
C6 2.17 -0.89 1.10  -1.277
C7 3.18 -0.43 0.04  0.624
C8 3.06 -1.23 -1.25  -1.609
H5 2.10 -1.09 -1.73  0.289
H6 3.83 -0.93 -1.96  0.412
H7 3.19 -2.30 -1.05  0.392
C9 3.02 1.08 -0.20  -0.993
C10 1.58 1.47 -0.53  -0.930
H8 1.27 1.02 -1.47  0.373
H9 1.52 2.55 -0.63  0.308
H10 3.68 1.38 -1.02  0.414
H11 3.34 1.61 0.69  0.406
H12 4.19 -0.60 0.44  0.321
H13 2.24 -1.97 1.22  0.438
H14 2.44 -0.44 2.06  0.408
H15 0.46 -1.00 -0.18  0.435
H16 0.07 -0.85 1.54  0.364
H17 0.97 1.49 1.52  0.297
H18 -1.52 -0.29 -0.27  0.430

The value obtained for the relative energy (zero: lowest compared OMol25 entry of this formula, charge and spin) is 13.28 kcal per mole. The total energy is -727.09680 a.u. The SMILES is COC(=O)NNC(=O)[C@H]1CC[C@@H](C)CC1. As for the gap between HOMO and LUMO: 9.738 eV. The calculation puts the HOMO energy at -9.102 eV.

=====

(2)
Here is C20H15N3O2PtS as an isolated structure from OMol25. Energies are from ωB97M-V/def2-TZVPD.

Each line ends with the Mulliken charge.
Geometry (Å):
Pt1 0.91 -0.27 -0.62  0.664
C1 3.02 1.82 -0.12  -0.748
N1 1.58 1.61 0.08  -0.187
C2 0.75 2.59 0.08  -0.021
C3 -0.66 2.36 0.19  0.529
C4 -1.60 3.37 -0.03  -0.463
C5 -2.94 3.12 -0.17  -0.415
C6 -3.46 1.79 -0.17  -0.180
N2 -2.80 0.71 0.10  -0.372
C7 3.41 0.89 -1.24  0.532
C8 3.27 -0.50 -1.00  -0.853
C9 3.42 -1.40 -2.05  -0.252
C10 3.70 -0.94 -3.33  -0.595
C11 3.85 0.42 -3.55  -0.516
C12 3.69 1.34 -2.52  -0.609
H1 3.54 1.56 0.80  0.312
H2 3.23 2.87 -0.37  0.495
H3 1.10 3.62 0.00  0.289
H4 -1.24 4.38 -0.16  0.321
H5 -3.62 3.94 -0.36  0.361
H6 -4.50 1.63 -0.43  0.368
H7 3.26 -0.87 0.02  0.725
H8 3.30 -2.46 -1.86  0.444
H9 3.80 -1.64 -4.15  0.398
H10 4.07 0.78 -4.55  0.389
H11 3.76 2.40 -2.71  0.366
S1 -1.21 0.74 0.54  0.052
O1 0.24 -1.88 -1.82  -0.817
C13 0.32 -2.75 -0.82  0.699
N3 0.71 -2.15 0.33  0.072
C14 0.86 -3.08 1.37  -0.175
O2 1.23 -2.84 2.51  -0.793
C15 0.46 -4.35 0.74  0.227
C16 0.40 -5.63 1.29  -0.457
C17 0.00 -6.68 0.48  -0.489
C18 -0.33 -6.46 -0.88  -0.370
C19 -0.27 -5.21 -1.45  -0.689
C20 0.13 -4.13 -0.63  0.126
H12 0.65 -5.79 2.33  0.432
H13 -0.05 -7.68 0.88  0.382
H14 -0.63 -7.30 -1.49  0.381
H15 -0.52 -5.05 -2.49  0.437

The value obtained for the relative energy (zero: lowest compared OMol25 entry of this formula, charge and spin) is 60.93 kcal per mole. The total energy is -1603.21197 a.u. Its spin multiplicity is 5. As for the gap between HOMO and LUMO (alpha / beta): 3.679 / 5.040 eV. The calculation puts the HOMO energy (alpha / beta) at -4.667 / -7.596 eV.

=====

(3)
Here is a 2-piece molecular cluster, C4H6BrOP overall at a distorted geometry from OMol25. Energies are from ωB97M-V/def2-TZVPD.

Each line ends with the Mulliken charge.
Geometry (Å):
C1 -0.72 -0.76 1.02  -0.326
C2 -1.43 0.42 0.98  -0.272
C3 0.15 -1.03 -0.11  -0.204
C4 0.57 0.28 -0.81  -0.805
O1 -0.78 2.68 -0.53  -0.578
P1 -0.94 1.22 -0.51  0.256
Br1 3.65 -0.04 -0.58  -0.096
H1 -0.90 -1.31 1.92  0.366
H2 -2.20 0.59 1.68  0.422
H3 1.00 -1.66 0.26  0.260
H4 -0.43 -1.50 -1.01  0.234
H5 1.39 0.94 -0.47  0.246
H6 0.63 0.18 -1.85  0.497

The value obtained for the relative energy (zero: lowest compared OMol25 entry of this formula, charge and spin) is 62.95 kcal per mole. The total energy is -3146.52120 a.u. As for the gap between HOMO and LUMO (alpha / beta): 4.463 / 9.011 eV. The calculation puts the HOMO energy (alpha / beta) at -8.039 / -10.391 eV.

=====

(4)
Here is C22H26IrN7O2S2 as an isolated structure at a distorted geometry from OMol25. Energies are from ωB97M-V/def2-TZVPD.

Each line ends with the Mulliken charge.
Geometry (Å):
Ir1 0.58 0.10 0.09  1.003
N1 5.38 6.43 -0.45  -0.341
C1 4.66 5.40 0.00  1.228
C2 5.31 4.22 0.46  -0.695
C3 4.57 3.19 0.95  -0.682
C4 3.17 3.30 0.97  0.076
C5 2.50 4.44 0.49  -0.453
C6 3.24 5.49 0.01  -0.645
S1 2.26 1.94 1.64  1.417
O1 2.73 1.61 2.94  -0.606
O2 0.84 2.18 1.43  -0.760
N2 2.53 0.76 0.55  -0.313
C7 3.34 -0.34 0.66  0.035
N3 4.60 -0.28 1.05  -0.337
C8 5.30 -1.41 1.02  -0.141
C9 4.76 -2.61 0.57  -0.855
C10 3.43 -2.58 0.20  0.064
N4 2.71 -1.47 0.26  -0.186
H1 6.39 6.38 -0.44  0.256
H2 4.94 7.30 -0.69  0.257
H3 6.39 4.16 0.43  0.357
H4 5.03 2.28 1.33  0.489
H5 1.42 4.48 0.53  0.564
H6 2.75 6.39 -0.34  0.364
H7 6.33 -1.34 1.35  0.453
H8 5.35 -3.51 0.51  0.410
H9 2.93 -3.47 -0.15  0.345
C11 -0.50 -5.33 1.21  -0.860
C12 -0.42 -4.59 -0.12  -0.791
N5 -0.53 -3.14 0.03  0.186
C13 -1.66 -2.48 0.29  0.906
S2 -1.59 -0.78 0.67  -0.407
N6 -2.82 -3.10 0.30  -0.124
C14 -4.13 -2.50 0.55  -0.655
C15 -4.61 -2.76 1.97  -0.993
H10 -0.36 -6.40 1.04  0.367
H11 -1.47 -5.18 1.69  0.285
H12 0.27 -4.98 1.89  0.288
H13 -1.18 -4.94 -0.82  0.413
H14 0.55 -4.78 -0.60  0.333
H15 0.31 -2.59 0.08  -0.241
H16 -2.82 -4.10 0.18  0.217
H17 -4.83 -2.93 -0.18  0.333
H18 -4.06 -1.43 0.36  0.368
H19 -4.64 -3.83 2.18  0.338
H20 -5.62 -2.37 2.09  0.375
H21 -3.96 -2.28 2.69  0.264
N7 0.28 0.36 -1.98  -0.641
C16 0.76 1.02 -2.79  0.458
C17 1.39 1.79 -3.80  0.533
C18 2.69 1.43 -4.19  -0.421
C19 3.32 2.17 -5.18  -0.661
C20 2.67 3.24 -5.77  -0.375
C21 1.38 3.59 -5.39  -0.589
C22 0.73 2.87 -4.41  -0.436
H22 3.16 0.58 -3.73  0.472
H23 4.32 1.89 -5.49  0.424
H24 3.17 3.80 -6.55  0.425
H25 0.88 4.42 -5.87  0.424
H26 -0.28 3.11 -4.12  0.478

The total energy is -2287.81431 a.u. Its spin multiplicity is 5. As for the gap between HOMO and LUMO (alpha / beta): 7.671 / 4.898 eV. The charge is +2. The calculation puts the HOMO energy (alpha / beta) at -13.020 / -13.929 eV.

=====

(5)
Here is a 2-piece molecular cluster, C5H12O2 overall from OMol25. Energies are from ωB97M-V/def2-TZVPD.

Each line ends with the Mulliken charge.
Geometry (Å):
C1 0.88 1.79 -1.61  -0.591
O1 1.37 1.23 -0.42  -0.511
C2 -0.27 -1.24 0.10  -0.376
C3 1.13 -1.83 0.25  -1.099
C4 -0.84 -0.41 1.22  -0.014
C5 -1.94 0.51 0.94  -0.324
O2 -0.67 1.03 1.29  -0.522
H1 1.49 1.40 -2.43  0.244
H2 0.95 2.89 -1.62  0.262
H3 -0.17 1.51 -1.81  0.224
H4 -0.35 -0.70 -0.85  0.139
H5 1.32 -2.22 1.26  0.314
H6 1.90 -1.09 0.01  0.277
H7 1.24 -2.67 -0.45  0.313
H8 -0.78 -0.87 2.21  0.405
H9 -1.01 -2.06 0.08  0.412
H10 -2.22 0.65 -0.10  0.200
H11 -2.73 0.68 1.66  0.258
H12 0.69 1.39 0.27  0.391

The value obtained for the relative energy (zero: lowest compared OMol25 entry of this formula, charge and spin) is 52.09 kcal per mole. The total energy is -348.12180 a.u. The SMILES is CC[C@@H]1CO1.CO. As for the gap between HOMO and LUMO: 10.877 eV. The calculation puts the HOMO energy at -9.820 eV.

=====

(6)
Here is C13H15NSeTl as an isolated structure at a distorted geometry from OMol25. Energies are from ωB97M-V/def2-TZVPD.

Each line ends with the Mulliken charge.
Geometry (Å):
C1 -0.37 1.00 -3.60  -0.764
C2 1.06 1.24 -3.41  -0.838
C3 1.22 2.01 -2.22  -0.449
C4 -0.03 2.29 -1.65  -0.652
C5 -1.06 1.59 -2.41  -0.588
Tl1 -1.08 -0.61 -1.42  0.207
N1 -3.11 -1.76 -1.03  -0.489
C6 0.12 -2.11 -1.93  -0.018
C7 1.47 -1.74 -1.88  -0.677
H1 2.17 2.35 -1.85  0.442
H2 1.82 0.95 -4.12  0.614
H3 -0.22 2.94 -0.83  0.525
H4 -2.12 1.70 -2.33  0.655
H5 -0.86 0.58 -4.45  0.555
H6 1.94 -1.16 -2.72  0.257
H7 -0.07 -2.88 -1.17  0.371
H8 -2.91 -1.54 -2.17  0.068
H9 1.94 -1.77 -0.89  0.249
H10 -0.45 -1.93 -2.95  0.052
Se1 -1.23 0.93 0.82  -0.223
C8 -0.53 0.38 2.47  0.183
C9 -1.22 0.45 3.73  -0.507
C10 -0.61 -0.05 4.86  -0.242
C11 0.66 -0.61 4.82  -0.473
C12 1.35 -0.67 3.59  -0.491
C13 0.76 -0.16 2.44  -0.427
H11 -2.23 0.89 3.75  0.317
H12 -1.15 0.00 5.83  0.254
H13 1.14 -1.01 5.72  0.333
H14 2.32 -1.10 3.53  0.388
H15 1.27 -0.19 1.48  0.366

The value obtained for the relative energy (zero: lowest compared OMol25 entry of this formula, charge and spin) is 127.98 kcal per mole. The total energy is -3132.74614 a.u. As for the gap between HOMO and LUMO (alpha / beta): 5.568 / 5.869 eV. The charge is -1. The calculation puts the HOMO energy (alpha / beta) at -3.313 / -3.620 eV.

=====

What is the formula in the second record?
C20H15N3O2PtS